Entry 1:
Computed, not measured: a cluster of 8 separate species, C29H64O13 in total in a non-equilibrium geometry, with wB97M-V/def2-TZVPD.

The geometry in XYZ format:
```
106
Properties=species:S:1:pos:R:3:forces:R:3:mulliken_charge:R:1
C 20.33425 7.90874 13.66167 0.16 -0.07 0.55 -1.234
C 19.62571 9.24164 13.50436 -2.93 -2.16 -1.74 0.247
O 19.59682 9.42030 12.05576 0.92 -0.36 0.68 -0.354
C 18.69752 10.16723 11.49068 -1.16 0.65 -1.23 0.955
C 18.96336 10.18499 9.97809 0.12 -0.26 0.82 -0.765
O 17.78340 10.75279 12.05650 0.78 -0.41 -0.22 -0.650
H 19.97467 7.06333 13.05149 -0.34 0.83 -0.18 0.222
H 20.17065 7.54414 14.68362 0.69 0.25 0.00 0.401
H 21.38089 8.07250 13.37649 -0.06 -0.36 0.54 0.368
H 18.54277 9.21308 13.82193 1.15 0.03 -0.02 -0.247
H 20.09979 10.09000 13.87517 1.00 1.20 1.07 0.417
H 18.98689 11.21642 9.68466 0.33 0.66 -0.25 0.193
H 18.12557 9.76932 9.42704 -0.04 -0.38 0.13 -0.015
H 19.91603 9.66144 9.77064 -0.68 0.38 -0.07 0.381
C 8.97582 10.11974 7.24334 -3.79 -0.96 -0.05 -1.254
C 9.60220 8.80656 6.96958 -0.12 1.37 -3.43 -0.105
O 10.06444 8.25978 8.13386 -0.26 -0.82 1.78 -0.311
C 11.30135 7.81426 8.08236 2.91 -0.58 -0.51 0.702
C 11.93913 7.55528 9.47965 -1.89 0.28 -0.80 -0.595
O 11.93141 7.75518 7.02329 -0.68 -0.32 2.03 -0.631
H 8.50380 10.53494 6.35194 0.27 -0.03 -0.18 0.379
H 9.61597 10.80467 7.64220 2.07 1.84 0.96 0.302
H 8.14057 10.04553 7.96271 0.22 -0.13 -0.11 0.301
H 8.94898 8.14423 6.34449 0.52 0.21 0.90 0.289
H 10.46104 9.10185 6.33646 -0.34 -0.82 0.07 0.282
H 11.22666 7.28658 10.25114 -0.66 -0.20 -0.21 0.442
H 12.26412 8.51841 9.84367 0.86 0.22 -0.14 0.020
H 12.65506 6.76675 9.47549 0.92 -0.01 -0.29 0.192
C 12.00347 15.72027 6.92865 1.15 -1.04 -0.04 -1.329
C 12.99197 14.80297 7.63926 0.75 -0.38 0.06 0.019
O 12.57265 14.59593 8.97851 -0.98 0.08 0.68 -0.280
C 13.07162 15.25849 10.02910 -0.25 -1.85 1.07 0.803
C 12.35480 14.84702 11.28249 -2.07 0.69 -0.19 -0.701
O 14.04663 15.92990 10.04254 1.17 1.49 -0.74 -0.553
H 12.23949 15.66887 5.86263 -0.10 0.53 0.07 0.410
H 12.08683 16.69888 7.37321 0.01 0.50 -0.26 0.327
H 11.01292 15.34771 7.07518 -0.73 -0.23 0.07 0.325
H 13.06381 13.76858 7.27020 -0.33 0.46 -0.44 0.298
H 14.01972 15.16861 7.64526 -0.06 0.28 -0.11 0.139
H 12.60639 13.87933 11.66042 0.38 -0.87 -0.31 -0.017
H 11.27163 14.81580 11.00482 0.69 -0.06 0.56 0.277
H 12.49490 15.50839 12.13815 0.14 0.37 -0.44 0.348
C 16.02634 11.44366 15.38838 0.56 0.10 -0.65 -1.241
C 14.95108 11.54672 14.32304 -0.01 -0.48 0.60 0.643
O 13.69685 11.82612 14.99957 0.60 -0.07 0.25 -0.428
C 12.65719 11.97288 14.20343 -1.58 0.52 1.22 0.775
C 11.37501 12.21962 14.98804 0.25 0.96 -0.08 -1.190
O 12.65767 11.96103 13.00772 0.64 -0.22 -1.02 -0.536
H 15.63059 10.85729 16.21286 0.19 0.12 0.27 0.303
H 16.34968 12.45046 15.68001 -0.25 -0.28 0.38 0.430
H 16.93827 10.94674 14.99065 -0.72 0.15 0.08 0.003
H 15.13384 12.38372 13.66885 0.15 -0.08 -0.63 0.559
H 14.79981 10.58432 13.82757 0.34 0.36 -0.38 -0.295
H 11.16975 11.39940 15.68740 -0.13 0.25 -0.31 0.326
H 10.61471 12.39678 14.21851 -0.11 -0.46 0.48 0.339
H 11.45170 13.17694 15.56259 0.14 -0.85 -0.27 0.294
C 16.94786 15.87488 10.01686 0.03 0.65 0.06 -1.380
C 17.38834 14.48554 9.97474 2.85 -1.38 -0.08 0.759
O 18.24370 14.13525 8.82228 -0.70 -0.31 -0.35 -0.356
C 17.63185 13.83567 7.65163 -0.03 0.87 0.13 0.880
C 18.57401 13.19428 6.70085 0.05 1.57 -1.52 -1.278
O 16.49802 14.12335 7.34829 -0.05 -0.23 0.69 -0.507
H 17.80715 16.55193 10.04822 -0.16 -0.04 -0.16 0.376
H 16.45491 15.91404 10.97225 -0.53 0.62 0.38 0.399
H 16.24805 16.11391 9.22735 0.00 0.18 0.01 0.275
H 18.10768 14.26443 10.79970 -0.62 0.27 -0.38 0.191
H 16.65822 13.71696 10.02386 -1.19 -0.33 -0.02 -0.370
H 18.02098 12.56285 5.99991 0.29 0.21 0.08 0.323
H 19.32737 12.69765 7.21846 1.17 -1.27 0.85 0.394
H 19.14542 14.01659 6.16060 -0.96 -0.88 0.35 0.311
C 15.97088 6.26766 9.01275 1.36 -1.02 0.47 -1.191
C 15.77836 6.10619 10.52199 0.70 1.27 0.19 0.452
C 17.07896 6.25113 11.31786 0.93 1.07 -1.32 -0.870
O 14.87415 7.13878 10.90977 -0.92 -1.49 1.32 -0.382
H 15.07905 6.70160 8.58363 -0.19 -0.27 -0.35 0.240
H 16.25821 5.27884 8.60102 -0.37 0.62 -0.26 0.395
H 16.82853 6.94353 8.83664 -0.41 -0.13 -0.02 0.227
H 15.40394 5.12933 10.81634 -0.80 0.06 -0.23 0.443
H 17.75337 5.43110 11.06400 0.08 -0.06 0.03 0.512
H 16.92414 6.25584 12.39023 -0.13 0.12 0.12 0.160
H 17.60731 7.21243 10.97909 -0.68 -1.14 0.70 -0.136
H 15.17619 7.98404 10.59560 0.44 1.02 -0.57 0.194
C 15.57788 10.32631 8.21364 0.67 -0.16 0.48 -1.946
C 15.50636 10.87657 9.64022 -1.37 -1.57 -0.60 1.217
C 14.20352 11.65625 9.94294 0.12 0.34 -0.12 0.193
O 15.57798 9.73198 10.53307 0.11 0.35 0.30 0.786
H 16.39910 9.61369 8.16171 0.49 0.22 -0.07 0.370
H 15.75393 11.14432 7.52575 -0.05 0.10 -0.29 0.313
H 14.76878 9.70597 7.87458 -1.00 0.14 0.12 0.360
H 16.44477 11.38513 9.80253 -0.06 0.96 0.17 -0.328
H 14.04930 12.54031 9.24513 0.25 -1.05 0.95 -0.116
H 14.29710 11.96788 10.98681 -0.17 0.50 -0.13 -0.170
H 13.26803 11.02200 9.96090 1.21 0.36 -0.46 -0.045
H 16.01247 10.02855 11.35782 -0.16 -0.09 -0.40 -0.750
C 15.55810 7.48573 15.82482 -1.11 1.25 -0.47 -1.424
C 14.79296 7.63560 14.47966 -0.03 0.48 1.23 0.652
C 13.43284 8.37967 14.70585 0.00 -2.45 -2.73 -1.387
O 15.63240 8.29878 13.55474 0.39 0.39 0.99 0.061
H 15.52530 8.45552 16.38169 0.22 -0.75 -0.41 0.211
H 16.57046 7.20465 15.61684 0.62 -0.18 0.01 0.379
H 15.07461 6.73303 16.43426 -0.05 -0.17 0.20 0.390
H 14.61301 6.61470 14.10878 -0.25 0.23 -0.05 0.441
H 12.80467 7.55934 15.08256 -0.35 0.71 0.27 0.491
H 12.99039 8.70670 13.70988 0.54 -0.47 1.05 0.193
H 13.46881 9.22418 15.32154 0.24 1.07 1.21 0.347
H 15.27208 8.05520 12.71449 -0.24 -0.23 -1.40 -0.283
```
Positions in Å, forces in eV/Å.

HOMO-LUMO gap: 0.388 Ha
SMILES: CCOC(C)=O.CCOC(C)=O.CCOC(C)=O.CCOC(C)=O.CCOC(C)=O.CC(C)O.CC(C)O.CC(C)O

---

Entry 2:
Computed, not measured: a structure of composition C24H36GeN6O3PbSe, with wB97M-V/def2-TZVPD.

The geometry in XYZ format:
```
72
Properties=species:S:1:pos:R:3:forces:R:3:mulliken_charge:R:1
Pb 0.89243 -0.42699 -0.66693 0.06 -0.32 -0.12 1.284
C -1.63102 -0.05118 1.58207 0.01 -0.04 0.10 -0.910
N -1.45275 -1.37318 1.00091 -0.07 -0.10 0.02 0.033
C -1.34434 -2.41563 2.00059 -0.09 0.04 0.06 -1.100
C 0.04569 -2.49444 2.55579 0.00 0.02 -0.05 0.230
N 1.05942 -1.78972 2.14699 0.01 -0.02 0.08 0.142
C 2.12193 -2.17897 2.95533 0.03 0.02 -0.02 0.106
C 3.44342 -1.74089 2.96393 0.02 0.01 0.01 -0.556
C 4.30176 -2.30034 3.89024 0.01 -0.01 -0.01 -0.642
C 3.86339 -3.27733 4.79613 0.01 0.00 0.01 -0.368
C 2.55465 -3.72174 4.80323 0.00 0.01 -0.02 -1.101
C 1.70118 -3.15217 3.86648 -0.05 -0.05 0.05 0.638
N 0.35693 -3.33594 3.58823 0.06 0.04 0.00 -0.079
C -0.84758 1.96670 0.54109 -0.05 -0.07 -0.06 0.733
N 0.54472 1.58504 0.34466 0.03 0.30 0.00 -0.454
C 1.07126 2.71843 -0.30358 -0.14 -0.02 0.00 0.234
C 2.36248 3.19804 -0.35243 0.08 -0.06 -0.03 -0.943
C 2.62264 4.36581 -1.07813 0.01 -0.01 -0.02 -0.586
C 1.60395 5.04208 -1.72370 0.00 0.03 -0.02 -0.601
C 0.28167 4.58906 -1.64305 0.00 0.00 0.01 -1.037
C 0.03605 3.44766 -0.91852 0.05 -0.03 0.00 0.936
N -1.17439 2.78292 -0.63665 0.03 -0.01 0.07 -0.027
H -2.54542 0.00152 2.19390 0.00 0.00 -0.01 0.264
H -0.76675 0.14476 2.22082 0.01 0.03 -0.05 0.508
H -2.22047 -1.56995 0.36948 -0.02 0.08 0.00 0.203
H -2.04131 -2.26623 2.84244 0.00 -0.01 0.00 0.369
H -1.61479 -3.37497 1.55411 0.08 0.00 -0.05 0.455
H 3.77814 -0.97971 2.27144 -0.02 0.00 -0.01 0.467
H 5.33466 -1.97997 3.92269 0.00 0.00 0.00 0.403
H 4.56630 -3.68996 5.50768 0.00 0.00 0.00 0.372
H 2.21732 -4.47314 5.50502 0.01 0.00 0.00 0.375
H -0.27603 -3.95729 4.05901 0.00 -0.01 0.00 0.196
H 3.15344 2.68349 0.17980 0.01 -0.01 0.00 0.509
H 3.63434 4.74840 -1.12785 0.00 0.00 0.00 0.433
H 1.82481 5.94142 -2.28317 0.00 0.00 0.00 0.394
H -0.52005 5.12962 -2.13111 0.00 0.00 0.00 0.432
H -1.97321 3.38817 -0.50061 0.00 0.00 -0.01 0.326
N 3.52418 0.16769 -1.32901 -0.01 -0.08 0.04 -0.438
C 3.54146 0.94740 -2.57589 -0.04 0.05 -0.02 -0.699
C 2.28466 0.73053 -3.42969 0.09 0.05 0.00 0.527
O 2.26381 1.21650 -4.55178 0.03 -0.06 0.10 -0.706
O 1.33926 0.04116 -2.89281 -0.02 0.15 -0.03 -0.640
H 4.20039 0.53282 -0.66838 -0.03 0.06 0.00 0.181
H 3.80603 -0.78812 -1.52313 -0.03 -0.01 0.01 0.248
H 4.41494 0.74619 -3.20021 -0.03 -0.05 -0.01 0.436
H 3.56603 2.00519 -2.32557 -0.02 0.05 0.01 0.120
C -1.02591 2.77417 1.82671 -0.01 0.08 0.09 -1.720
O -1.73649 0.86269 0.52508 0.05 0.02 -0.06 -0.390
H -2.07495 3.04415 1.96782 0.00 -0.01 -0.01 0.384
H -0.43214 3.68621 1.75663 0.01 -0.01 -0.02 0.416
H -0.67266 2.22433 2.69798 -0.02 -0.04 -0.01 0.389
C 0.27327 -1.10850 -6.00106 -0.02 -0.09 -0.11 -0.998
Ge -0.24115 -2.48570 -4.72845 0.01 0.18 0.07 0.656
C -0.92394 -4.03035 -5.73055 0.01 -0.03 -0.01 -1.327
C 1.23760 -3.11027 -3.60500 0.03 0.00 0.02 -0.910
C -1.80978 -1.97074 -3.63884 -0.12 -0.10 -0.13 -1.009
Se -1.85353 -0.46504 -2.40723 0.06 -0.02 0.07 0.003
C -1.49759 0.98195 -3.64532 -0.02 0.01 -0.02 -0.351
H 0.92878 -1.55083 -6.75447 0.00 -0.01 0.00 0.401
H 0.80183 -0.27875 -5.53618 -0.02 0.02 0.03 0.267
H -0.61668 -0.74030 -6.51599 0.02 0.05 0.02 0.308
H -0.13509 -4.45546 -6.35293 0.00 0.00 -0.01 0.352
H -1.75021 -3.74099 -6.38113 0.00 0.00 0.00 0.376
H -1.27686 -4.80892 -5.05237 -0.01 -0.01 0.00 0.362
H 2.18080 -2.68701 -3.94983 0.00 0.00 -0.03 0.336
H 1.30135 -4.19874 -3.64455 0.02 0.01 0.02 0.505
H 1.10110 -2.80283 -2.56885 -0.03 -0.02 0.01 -0.012
H -2.06949 -2.83997 -3.02766 0.03 0.03 0.04 0.387
H -2.65026 -1.83785 -4.32565 0.02 0.02 0.01 0.436
H -0.49223 0.87694 -4.03921 0.01 -0.02 -0.05 -0.118
H -1.56377 1.89683 -3.06097 -0.03 -0.02 0.02 0.131
H -2.25295 0.97759 -4.42817 0.01 -0.01 -0.01 0.456
```
Positions in Å, forces in eV/Å.

HOMO-LUMO gap: 0.261 Ha

---

What HOMO energy values result from the calculations? In sequence: -0.3639, -0.2549 hartree.